Computed, not measured: a structure of composition C5H8O2, with ωB97M-V with the def2-TZVPD basis set.

The geometry in XYZ format:
```
15
Properties=species:S:1:pos:R:3
O 0.569 -1.622 0.273
O -0.081 1.882 -1.275
C 1.039 -0.030 1.461
C 1.392 -0.609 0.154
C -0.025 -1.131 1.446
C -0.949 0.980 -0.735
C -1.576 -0.002 -1.370
H -2.179 -0.697 -0.798
H 1.800 -0.303 2.201
H 0.041 1.658 -2.208
H 1.792 -0.297 -0.803
H -1.464 -0.173 -2.438
H 0.798 1.032 1.539
H -1.057 1.127 0.336
H -0.103 -1.901 2.215
```

Energy, eV: -9404.2368
Kohn-Sham gap (alpha / beta), eV: 8.70 / 7.90
Max |F|, hartree/bohr: 0.0159

Charges obtained by Mulliken population analysis, quoted in units of e: O -0.203; O -0.464; C -0.404; C -0.078; C -0.335; C -0.020; C -0.786; H 0.275; H 0.248; H 0.311; H 0.365; H 0.227; H 0.225; H 0.419; H 0.220